Formula: C34H90F6N4O18PRb
Source: OMol25
Level of theory: ωB97M-V with the def2-TZVPD basis set

## Properties
F_max, eV Å⁻¹: 2.1
LUMO energy, eV: -0.654
Net charge: 0
Orbital gap, eV: 7.54
Molecular weight, g/mol: 1073.53

CARTESIAN COORDINATES (ANGSTROEM)
Rb (-3.7426, 2.5671, -0.6596)
P (-2.9854, 3.3889, -4.4777)
F (-2.4257, 2.1695, -5.3732)
F (-2.3908, 4.5512, -5.4231)
F (-4.3339, 3.4325, -5.3754)
F (-3.6177, 4.5493, -3.5099)
F (-3.5564, 2.2701, -3.4195)
F (-1.6090, 3.4031, -3.6465)
C (-6.4029, 3.0413, -8.1397)
O (-7.4997, 2.2587, -7.6607)
C (-8.7335, 2.7371, -8.1080)
C (-9.9454, 2.0085, -7.5050)
N (-10.2426, 2.5247, -6.1727)
C (-11.5541, 2.1454, -5.6950)
C (-11.9247, 2.8031, -4.3925)
O (-11.0829, 2.3426, -3.3401)
C (-11.5838, 2.4741, -2.0291)
H (-5.4682, 2.7444, -7.6738)
H (-6.6523, 4.0847, -7.9363)
H (-6.2647, 2.8472, -9.2083)
H (-8.8656, 2.6224, -9.1920)
H (-8.8845, 3.8034, -7.8933)
H (-9.7272, 0.9437, -7.3813)
H (-10.7944, 2.1845, -8.1786)
H (-9.9021, 3.4661, -6.0551)
H (-11.6136, 1.0576, -5.6260)
H (-12.3027, 2.4631, -6.4389)
H (-12.9469, 2.5416, -4.0936)
H (-11.9394, 3.8966, -4.4586)
H (-11.9024, 1.5162, -1.6161)
H (-12.4694, 3.1193, -1.9951)
H (-10.8437, 2.9536, -1.3897)
C (1.3900, 5.8609, -4.2811)
O (1.5908, 6.7634, -5.3761)
C (0.7716, 7.8884, -5.5398)
C (0.3325, 8.6515, -4.2501)
N (-0.7171, 9.5822, -4.5465)
C (-0.3127, 10.6716, -5.4478)
C (-0.9689, 12.0194, -5.1205)
O (-0.5169, 12.3795, -3.8186)
C (-1.2681, 13.4504, -3.3038)
H (0.4674, 5.3087, -4.5010)
H (1.3528, 6.3328, -3.3038)
H (2.1840, 5.1395, -4.4626)
H (-0.1773, 7.5440, -5.9748)
H (1.2866, 8.6237, -6.1551)
H (1.2756, 9.1205, -3.9380)
H (-0.0119, 7.8266, -3.6231)
H (-1.1943, 10.0820, -3.8068)
H (-0.6898, 10.4288, -6.4499)
H (0.7626, 10.8449, -5.5400)
H (-2.0600, 11.9625, -5.1220)
H (-0.5353, 12.7077, -5.8512)
H (-2.3233, 13.1673, -3.1840)
H (-1.2132, 14.3761, -3.8807)
H (-1.0036, 13.6770, -2.2691)
C (3.4732, 4.8776, -8.2963)
O (2.5177, 3.8413, -8.3274)
C (1.2158, 4.2665, -8.6938)
C (0.2841, 4.4202, -7.4755)
N (0.0743, 3.1873, -6.7018)
C (1.2750, 2.6258, -6.0798)
C (0.9454, 1.4981, -5.1151)
O (2.2043, 1.0867, -4.5823)
C (2.0076, 0.0539, -3.6437)
H (3.7532, 5.2311, -9.2963)
H (4.4449, 4.5328, -7.9349)
H (3.0885, 5.6387, -7.6125)
H (0.8171, 3.4243, -9.2627)
H (1.2476, 5.1773, -9.2923)
H (-0.6894, 4.7806, -7.8098)
H (0.6950, 5.2249, -6.8498)
H (-0.4529, 3.5308, -5.8874)
H (1.9327, 3.3549, -5.5893)
H (1.8515, 2.2018, -6.9057)
H (0.3746, 0.6940, -5.5859)
H (0.3638, 1.8598, -4.2602)
H (1.3541, -0.7644, -3.9649)
H (1.4256, 0.4550, -2.8058)
H (2.9517, -0.3838, -3.3335)
C (3.0583, -0.1682, 0.2943)
O (1.8314, 0.5492, 0.3917)
C (0.8861, -0.1183, 1.2012)
C (-0.3900, 0.7190, 1.0891)
N (-1.0889, 0.5072, -0.1869)
C (-1.8723, -0.7267, -0.1666)
C (-2.5005, -1.0167, -1.5273)
O (-1.5436, -1.0264, -2.5755)
C (-2.1379, -0.9363, -3.8734)
H (3.5727, 0.2683, -0.5625)
H (2.8719, -1.2285, 0.1263)
H (3.7336, 0.0143, 1.1334)
H (1.1417, -0.1081, 2.2685)
H (0.7402, -1.1353, 0.8264)
H (-0.0404, 1.7495, 1.1918)
H (-1.0817, 0.5573, 1.9193)
H (-0.3710, 0.5280, -0.9042)
H (-2.7016, -0.4553, 0.4948)
H (-1.3652, -1.6203, 0.2094)
H (-3.2958, -0.3030, -1.7721)
H (-2.8844, -2.0427, -1.5451)
H (-2.6698, 0.0060, -4.0104)
H (-2.8209, -1.7618, -4.0835)
H (-1.2856, -0.9989, -4.5446)
C (-3.4416, 7.5309, -5.2632)
C (-4.4340, 6.7997, -6.1557)
O (-5.6179, 7.5987, -6.2602)
O (-2.7097, 8.4356, -6.0792)
H (-2.7252, 6.7969, -4.8660)
H (-3.8947, 8.0122, -4.3891)
H (-4.6536, 5.8186, -5.7431)
H (-4.0322, 6.7002, -7.1673)
H (-5.3490, 8.4268, -6.6713)
H (-2.0391, 8.8876, -5.5049)
C (-2.3805, 1.0951, -8.9591)
C (-0.9268, 0.9820, -9.4184)
O (-0.0224, 0.8680, -8.3311)
O (-2.6998, 2.4302, -8.5823)
H (-2.7916, 0.3657, -8.2542)
H (-2.9979, 0.8580, -9.8424)
H (-0.7236, 1.9189, -9.9534)
H (-0.8134, 0.2131, -10.1838)
H (-0.0796, 1.6883, -7.7814)
H (-2.6933, 2.4295, -7.6182)
C (-5.6828, 0.0218, -5.8297)
C (-6.1957, -0.1947, -4.3927)
O (-5.9546, -1.4908, -3.8857)
O (-6.6838, -0.2840, -6.7899)
H (-4.8841, -0.6932, -6.0591)
H (-5.2583, 1.0148, -6.0058)
H (-7.2686, 0.0368, -4.3909)
H (-5.7917, 0.5253, -3.6799)
H (-6.3402, -2.1207, -4.5049)
H (-7.1365, 0.5316, -7.0877)
C (-2.8579, 6.2088, -0.2419)
C (-1.8659, 6.5545, -1.3771)
O (-0.9385, 5.5279, -1.6528)
O (-4.0503, 5.5730, -0.6804)
H (-3.1236, 7.1770, 0.1888)
H (-2.3045, 5.5097, 0.3877)
H (-1.3214, 7.4778, -1.1735)
H (-2.4798, 6.7343, -2.2690)
H (-1.3927, 4.8920, -2.2178)
H (-4.7614, 6.1953, -0.8359)
C (-7.1040, 3.4310, -3.6733)
C (-7.3853, 4.9061, -3.9771)
O (-8.6946, 5.0986, -4.5642)
O (-7.8644, 2.9501, -2.5996)
H (-6.0489, 3.3094, -3.4833)
H (-7.3702, 2.8863, -4.5874)
H (-6.6794, 5.3861, -4.6606)
H (-7.3253, 5.4992, -3.0581)
H (-9.0379, 5.9016, -4.1666)
H (-8.8199, 3.0123, -2.7511)

Here are the Mulliken charges for atoms 1 to 99, given in e:
1. Rb 0.85
2. P 1.34
3. F 0.05
4. F -0.44
5. F -0.22
6. F -0.06
7. F -0.59
8. F -0.48
9. C -0.36
10. O -0.12
11. C -0.82
12. C -0.71
13. N 0.15
14. C -0.81
15. C -0.54
16. O -0.31
17. C -0.84
18. H -0.26
19. H 0.36
20. H 0.27
21. H 0.38
22. H 0.44
23. H 0.31
24. H 0.40
25. H -0.02
26. H 0.32
27. H 0.38
28. H 0.55
29. H 0.28
30. H 0.27
31. H 0.40
32. H 0.27
33. C -0.87
34. O -0.33
35. C -0.22
36. C -0.23
37. N -0.02
38. C -0.61
39. C -0.81
40. O -0.32
41. C -0.80
42. H 0.36
43. H 0.43
44. H 0.30
45. H 0.29
46. H 0.24
47. H 0.24
48. H -0.16
49. H 0.23
50. H 0.28
51. H 0.44
52. H 0.42
53. H 0.42
54. H 0.33
55. H 0.30
56. H 0.27
57. C -0.61
58. O -0.32
59. C -1.08
60. C 0.48
61. N 1.90
62. C -0.91
63. C 0.10
64. O -0.46
65. C -0.51
66. H 0.30
67. H 0.25
68. H 0.18
69. H 0.06
70. H 0.57
71. H 0.46
72. H -0.52
73. H -1.36
74. H 0.39
75. H 0.57
76. H 0.22
77. H 0.04
78. H 0.24
79. H 0.11
80. H 0.35
81. C -0.79
82. O -0.26
83. C -0.50
84. C -0.94
85. N 0.19
86. C -0.87
87. C -0.11
88. O -0.30
89. C -0.64
90. H 0.22
91. H 0.34
92. H 0.31
93. H 0.39
94. H 0.33
95. H 0.32
96. H 0.50
97. H 0.10
98. H 0.35
99. H 0.30